# 1
# C14H9Cl4N3O3RhS2

A molecular structure, C14H9Cl4N3O3RhS2 (the ωB97M-V functional and the def2-TZVPD basis, OMol25).

Summary:
M: 576.096 g/mol
E_tot: -3676.71504 hartree
ΔE to the lowest compared entry with this formula, charge and spin: 0.0 kcal/mol
E_LUMO: 1.88 eV
highest occupied orbital energy: -4.78 eV
F_max: 0.3 eV Å⁻¹

Structure (ORCA input):
```
! wB97M-V def2-TZVPD RIJCOSX def2/J DEFGRID3
* xyz -1 1
Rh -0.1024 -0.0893 0.2092
Cl -5.1920 -2.3600 3.9505
C -3.9414 -1.3598 3.2958
C -3.6150 -0.1579 3.9108
Cl -4.4489 0.3496 5.3395
C -2.6024 0.6401 3.3758
Cl -2.1604 2.1455 4.1104
C -1.9188 0.2558 2.2282
O -0.9589 0.9834 1.6811
C -2.2507 -0.9752 1.6029
O -1.5979 -1.3147 0.4987
C -3.2556 -1.7673 2.1488
Cl -3.6360 -3.2531 1.3571
S 0.5820 -1.1649 -1.7093
C 1.8790 -2.1714 -1.1467
C 2.5888 -2.9279 -2.1333
N 3.1401 -3.5247 -2.9483
C 2.2213 -2.2410 0.1585
S 1.3713 -1.3152 1.3799
C 3.2934 -3.0551 0.6296
N 4.1659 -3.6844 1.0411
C 3.7203 3.8836 0.7476
N 2.9165 2.9391 -0.0122
C 3.1156 2.7994 -1.4517
C 1.9585 2.1748 0.5438
C 1.7078 2.2338 2.0178
O 1.3080 1.4380 -0.2150
H 4.3449 4.4378 0.0528
H 4.3751 3.3799 1.4605
H 3.0991 4.6001 1.2856
H 3.9372 3.4421 -1.7561
H 2.2134 3.0776 -1.9962
H 3.3452 1.7653 -1.7069
H 2.4343 2.8313 2.5588
H 1.7159 1.2137 2.3988
H 0.6986 2.6110 2.1834
*
```



# 2
# C5H11NO

2 unconnected molecules or ions with the total composition C5H11NO (the ωB97M-V functional and the def2-TZVPD basis, OMol25).

Summary:
M: 101.149 g/mol
E_tot: -327.04750 hartree
ΔE to the lowest compared entry with this formula, charge and spin: 52.6 kcal/mol
SMILES string: C=CN1C[C@@H]1C.O
E_LUMO: 1.01 eV
highest occupied orbital energy: -8.96 eV
F_max: 0.3 eV Å⁻¹

Structure (ORCA input):
```
! wB97M-V def2-TZVPD RIJCOSX def2/J DEFGRID3
* xyz 0 1
C 2.1455 -0.6421 -0.2236
C 1.2914 -0.6789 0.7989
N -0.0567 -0.2791 0.7247
C -0.5468 0.7540 1.6213
C -0.3959 1.0178 0.1644
C -1.5670 1.0840 -0.7806
H 1.8519 -0.2442 -1.1923
H 3.1539 -1.0265 -0.1159
H 1.5719 -1.1022 1.7623
H -1.5346 0.5772 2.0424
H 0.1722 1.2136 2.2986
H 0.4649 1.6321 -0.1063
H -1.2911 0.6717 -1.7563
H -1.8986 2.1197 -0.9106
H -2.4073 0.4981 -0.3943
O -0.5453 -2.1062 -1.4896
H 0.3656 -2.4010 -1.3690
H -0.7360 -1.6697 -0.6431
*
```



# 3
# C30H33F3N6

9 unconnected molecules or ions with the total composition C30H33F3N6 (the ωB97M-V functional and the def2-TZVPD basis, OMol25).

Summary:
M: 534.630 g/mol
E_tot: -1791.04125 hartree
ΔE to the lowest compared entry with this formula, charge and spin: 5.1 kcal/mol
SMILES string: Fc1ccccc1.Fc1ccccc1.Fc1ccccc1.CC#N.CC#N.CC#N.CC#N.CC#N.CC#N
E_LUMO: 0.35 eV
highest occupied orbital energy: -9.21 eV
F_max: 1.3 eV Å⁻¹

Structure (ORCA input):
```
! wB97M-V def2-TZVPD RIJCOSX def2/J DEFGRID3
* xyz 0 1
F -15.3118 -22.7149 -4.5371
C -15.7504 -21.4399 -4.5803
C -16.9239 -21.1527 -3.9112
C -17.4392 -19.8738 -3.9675
C -16.7689 -18.8744 -4.6755
C -15.5978 -19.2044 -5.3474
C -15.0985 -20.5033 -5.3548
H -17.4541 -21.9346 -3.3797
H -18.3635 -19.6438 -3.4547
H -17.1741 -17.8778 -4.7659
H -15.1173 -18.4643 -5.9790
H -14.1585 -20.7351 -5.8336
F -16.6822 -29.6286 -8.3223
C -16.2076 -28.7439 -9.2318
C -15.2888 -29.1905 -10.1594
C -14.7290 -28.2530 -11.0170
C -15.1587 -26.9306 -10.9517
C -16.1881 -26.5410 -10.1019
C -16.6558 -27.4408 -9.1546
H -14.9811 -30.2276 -10.1564
H -13.9966 -28.5322 -11.7619
H -14.7654 -26.2282 -11.6791
H -16.4751 -25.4974 -10.0839
H -17.3811 -27.2175 -8.3844
F -19.2209 -18.2255 -6.5422
C -19.1080 -18.8645 -7.7233
C -18.7174 -20.1871 -7.7416
C -18.6317 -20.8515 -8.9602
C -18.8974 -20.1647 -10.1353
C -19.2903 -18.8312 -10.0940
C -19.3998 -18.1722 -8.8834
H -18.4962 -20.6971 -6.8104
H -18.2356 -21.8587 -8.9926
H -18.9177 -20.6746 -11.0903
H -19.5275 -18.3299 -11.0228
H -19.7318 -17.1440 -8.8121
C -19.5644 -25.6513 -11.0785
C -20.8324 -25.0778 -11.4884
N -21.8190 -24.6054 -11.8289
H -19.1335 -26.2036 -11.9136
H -19.5936 -26.2825 -10.1932
H -18.8564 -24.8662 -10.8053
C -20.7150 -24.4121 -1.1349
C -19.5797 -24.5074 -2.0401
N -18.7378 -24.6199 -2.8083
H -20.9630 -23.3865 -0.8714
H -20.5277 -24.9340 -0.1980
H -21.5668 -24.8656 -1.6412
C -17.9695 -24.0090 -5.8555
C -18.5653 -24.7744 -6.9453
N -19.0715 -25.3539 -7.7943
H -16.9149 -24.2853 -5.9293
H -18.3214 -24.3724 -4.8918
H -18.0895 -22.9448 -6.0243
C -14.1869 -21.4358 -8.8217
C -15.2318 -22.4075 -8.5348
N -16.0343 -23.1866 -8.2911
H -13.2831 -21.9642 -9.1241
H -14.0008 -20.8217 -7.9507
H -14.4912 -20.8357 -9.6790
C -22.2430 -24.0893 -8.2604
C -23.1793 -24.2599 -7.1607
N -23.9135 -24.3973 -6.2901
H -21.6735 -25.0039 -8.4243
H -21.5222 -23.3207 -7.9855
H -22.7613 -23.8472 -9.1846
C -21.4800 -22.1457 -4.1796
C -20.6680 -21.6386 -3.0855
N -20.0338 -21.1909 -2.2393
H -22.4045 -21.5692 -4.2329
H -21.7497 -23.1941 -4.0661
H -20.9555 -22.0387 -5.1283
*
```



# 4
# C4H11NO3

C4H11NO3 in the gas phase (the ωB97M-V functional and the def2-TZVPD basis, OMol25).

Summary:
M: 121.136 g/mol
E_tot: -439.44394 hartree
ΔE to the lowest compared entry with this formula, charge and spin: 51.4 kcal/mol
SMILES string: CN(C)[C@@H](O)C(O)O
E_LUMO: 0.63 eV
highest occupied orbital energy: -8.73 eV
F_max: 3.1 eV Å⁻¹

Structure (ORCA input):
```
! wB97M-V def2-TZVPD RIJCOSX def2/J DEFGRID3
* xyz 0 1
C -1.7195 -1.3207 0.1100
N -0.8246 -0.2063 0.3376
C -1.4993 1.0709 0.1772
C 0.4409 -0.3079 -0.3713
O 0.4947 0.2529 -1.6418
C 1.4918 0.3363 0.5708
O 2.4018 1.1483 -0.3416
O 2.1194 -0.5688 1.3869
H -1.2122 -2.2537 0.3461
H -2.0740 -1.3691 -0.9274
H -2.5836 -1.2174 0.7659
H -0.8015 1.8899 0.3459
H -1.9508 1.1903 -0.8174
H -2.2858 1.1390 0.9293
H 0.6795 -1.3808 -0.4760
H 0.9065 1.2122 -1.5034
H 1.1000 1.1168 1.2237
H 2.8272 0.5604 -0.9775
H 2.4895 -1.2925 0.8629
*
```



# 5
# C16H13N2O6Y

A molecular structure, C16H13N2O6Y (the ωB97M-V functional and the def2-TZVPD basis, OMol25).

Summary:
M: 418.194 g/mol
E_tot: -1216.02331 hartree
ΔE to the lowest compared entry with this formula, charge and spin: 95.3 kcal/mol
E_LUMO (alpha / beta): -8.98 / -8.98 eV
highest occupied orbital energy (alpha / beta): -14.64 / -14.64 eV
F_max: 7.2 eV Å⁻¹

Structure (ORCA input):
```
! wB97M-V def2-TZVPD RIJCOSX def2/J DEFGRID3
* xyz 2 1
O 0.1821 -1.5612 1.4168
C -0.5490 -0.5347 0.9634
Y 1.4414 0.1778 1.5902
C 2.2429 -0.3350 -0.6755
O 2.8120 -0.5694 -1.6553
C -1.8789 -0.8398 -0.7812
O -2.4508 0.2311 -0.8669
C -1.4061 0.1326 1.8809
O -2.5076 0.5266 1.9272
C -0.2274 -0.5163 -1.4361
O -0.0055 -0.2030 -2.5266
H -2.3933 -1.7163 -1.0010
C 1.4614 6.6782 -0.1680
N 1.0499 5.5573 0.6501
N 1.2407 4.2853 0.2227
C 0.8362 3.4232 1.1929
O 1.0144 2.1462 1.1215
C 0.3371 4.2214 2.2493
C 0.5266 5.5360 1.8898
C 0.3070 6.8020 2.6164
C 1.7637 3.9262 -1.0730
C 3.0653 4.3059 -1.3956
C 3.5736 3.9705 -2.6529
C 2.7554 3.2836 -3.5661
C 1.4384 2.9382 -3.2345
C 0.9489 3.2384 -1.9701
H 0.9047 6.7291 -1.1196
H 2.5404 6.6525 -0.3890
H 1.2424 7.5741 0.4127
H -0.0763 3.8514 3.1766
H 1.2519 7.3032 2.8816
H -0.3219 7.5124 2.0596
H -0.2065 6.5657 3.5508
H 3.6746 4.8410 -0.6592
H 4.5980 4.2498 -2.9149
H 3.1501 3.0226 -4.5446
H 0.7928 2.4429 -3.9539
H -0.0585 2.9782 -1.6456
*
```



# 6
# C10H16

2 unconnected molecules or ions with the total composition C10H16 (the ωB97M-V functional and the def2-TZVPD basis, OMol25).

Summary:
M: 136.238 g/mol
E_tot: -390.57705 hartree
ΔE to the lowest compared entry with this formula, charge and spin: 36.9 kcal/mol
SMILES string: CCc1ccccc1.CC
E_LUMO: 1.03 eV
highest occupied orbital energy: -8.78 eV
F_max: 3.0 eV Å⁻¹

Structure (ORCA input):
```
! wB97M-V def2-TZVPD RIJCOSX def2/J DEFGRID3
* xyz 0 1
C -2.9428 -1.6039 0.5033
C -1.4580 -1.3260 0.6653
C -1.0684 0.1681 0.7809
C 0.1883 0.5556 0.2287
C 0.4104 1.9153 0.2407
C -0.3630 2.8576 0.9693
C -1.6192 2.4578 1.3390
C -1.9919 1.1335 1.1961
H -3.1193 -2.6233 0.8577
H -3.2210 -1.5624 -0.5835
H -3.4408 -0.8645 1.0896
H -1.0270 -1.6945 1.5878
H -0.9677 -1.9294 -0.1097
H 0.7229 -0.2746 -0.1948
H 1.1841 2.3362 -0.3980
H 0.1355 3.8224 1.0578
H -2.1338 3.2732 1.8177
H -2.7886 0.6649 1.7418
C 3.1813 -1.5424 -1.1801
C 2.7396 -0.3488 -2.0041
H 4.1505 -1.4063 -0.6850
H 2.4867 -1.5965 -0.3584
H 3.1056 -2.4566 -1.7815
H 2.3968 0.4831 -1.3575
H 1.9544 -0.5320 -2.7346
H 3.4854 0.0934 -2.6884
*
```



# 7
# C25H33N3O6

C25H33N3O6 in the gas phase (the ωB97M-V functional and the def2-TZVPD basis, OMol25).

Summary:
M: 471.554 g/mol
E_tot: -1588.25011 hartree
ΔE to the lowest compared entry with this formula, charge and spin: 0.0 kcal/mol
SMILES string: CCOc1ccc(CCNC(=O)[C@H](CCC(N)=O)NC(=O)OCc2ccccc2)cc1OCC
E_LUMO: 0.83 eV
highest occupied orbital energy: -7.92 eV
F_max: 0.7 eV Å⁻¹

Structure (ORCA input):
```
! wB97M-V def2-TZVPD RIJCOSX def2/J DEFGRID3
* xyz 0 1
C -1.5299 -2.5486 -1.3852
C -0.7826 -3.1769 -0.2137
O 0.5323 -2.6770 -0.0712
C 0.7647 -1.5772 0.7045
C -0.1931 -0.7835 1.3063
C 0.1835 0.3132 2.0722
C 1.5156 0.6260 2.2621
C 1.9210 1.8800 2.9888
C 2.5344 2.9023 1.9998
N 1.9449 2.7712 0.6844
C 0.6609 3.0908 0.4604
O -0.0102 3.8367 1.1473
C 0.0726 2.3853 -0.7693
C 0.8295 2.6666 -2.0803
C 1.0343 1.3624 -2.8500
C 1.9166 0.4131 -2.0531
N 1.7148 -0.8921 -2.2880
O 2.7753 0.8090 -1.2790
N -1.3289 2.7262 -0.8525
C -2.2423 1.7669 -1.0979
O -1.9877 0.6817 -1.5718
O -3.4905 2.1849 -0.7913
C -4.5093 1.2063 -0.9582
C -4.3713 0.0600 0.0121
C -3.8450 0.2739 1.2791
C -3.7061 -0.7793 2.1663
C -4.1026 -2.0540 1.7987
C -4.6377 -2.2705 0.5401
C -4.7673 -1.2199 -0.3509
C 2.4861 -0.1752 1.6617
C 2.1304 -1.2529 0.8758
O 3.0040 -2.0493 0.1924
C 4.3743 -1.6909 0.1817
C 5.0936 -2.6515 -0.7525
H -1.0118 -2.7696 -2.3159
H -1.6097 -1.4705 -1.2742
H -2.5318 -2.9652 -1.4381
H -0.6486 -4.2490 -0.3942
H -1.3496 -3.0538 0.7157
H -1.2430 -0.9836 1.1646
H -0.5840 0.9355 2.5077
H 2.6483 1.6611 3.7724
H 1.0377 2.3215 3.4500
H 3.6079 2.7449 1.8928
H 2.3547 3.9160 2.3641
H 2.3553 2.0614 0.0808
H 0.1376 1.3089 -0.5541
H 0.2518 3.3713 -2.6784
H 1.8007 3.1131 -1.8640
H 1.5254 1.5600 -3.8058
H 0.0683 0.8939 -3.0398
H 0.9051 -1.1976 -2.7993
H 2.1717 -1.5726 -1.6912
H -1.5996 3.5194 -0.2803
H -4.4909 0.8273 -1.9864
H -5.4445 1.7479 -0.7869
H -3.5345 1.2686 1.5650
H -3.2860 -0.6041 3.1460
H -3.9932 -2.8762 2.4907
H -4.9490 -3.2634 0.2495
H -5.1735 -1.3932 -1.3368
H 3.5251 0.0764 1.7991
H 4.7905 -1.7685 1.1955
H 4.4794 -0.6582 -0.1748
H 6.1592 -2.4411 -0.7472
H 4.7169 -2.5422 -1.7662
H 4.9297 -3.6761 -0.4293
*
```



# 8
# C2H6O2S

2 unconnected molecules or ions with the total composition C2H6O2S (the ωB97M-V functional and the def2-TZVPD basis, OMol25).

Summary:
M: 94.135 g/mol
E_tot: -628.45250 hartree
ΔE to the lowest compared entry with this formula, charge and spin: 10.6 kcal/mol
SMILES string: O=CO.CS
E_LUMO: 0.65 eV
highest occupied orbital energy: -9.79 eV
F_max: 2.7 eV Å⁻¹

Structure (ORCA input):
```
! wB97M-V def2-TZVPD RIJCOSX def2/J DEFGRID3
* xyz 0 1
O 2.3658 -0.6828 -0.2092
C 1.9609 0.0777 -1.0404
O 1.4381 1.2979 -0.7911
H 2.1300 -0.0781 -2.1106
H 0.8090 1.2035 -0.0446
C -1.4114 -0.6871 0.3262
S -1.3973 1.1321 0.8403
H -2.1699 -1.1471 1.0306
H -1.8726 -0.7601 -0.6324
H -0.4134 -1.1127 0.5369
H -1.4391 0.7568 2.0943
*
```